The following is a quantum chemistry calculation of 2 unconnected molecules or ions with the total composition CH4IN2S in a non-equilibrium geometry, from OMol25.

Geometry as XYZ:
```
9
Properties=species:S:1:pos:R:3:nbo_charge:R:1
C -0.08270 -0.10510 -0.53524 0.33
N 0.01717 -0.31406 0.71803 -0.70
N -0.48736 1.02682 -0.95623 -0.64
S -2.19519 1.37647 -2.88057 0.16
I -2.04691 -0.07176 -4.60914 0.43
H 0.30037 -0.93839 -1.14003 0.21
H 0.29656 -1.13858 1.16016 0.42
H -0.31168 0.41611 1.32945 0.40
H -1.06376 1.60584 -0.29463 0.38
```

For the total energy, the calculation gives -845.54691 Eh. For the energy above the lowest of the compared OMol25 structures with the same formula, charge and spin, the calculation gives 260.87 kJ/mol. The HOMO energy (spin up / spin down) is -13.59 / -13.71 eV. As for the charge: +1.

The following is a quantum chemistry calculation of 2 unconnected molecules or ions with the total composition CH4INO2S in a non-equilibrium geometry, from OMol25.

Geometry as XYZ:
```
10
Properties=species:S:1:pos:R:3:nbo_charge:R:1
C 0.35217 2.58669 -0.47264 0.00
N 0.19267 1.36225 -0.88294 -0.63
O -0.65075 -1.15960 0.41095 -0.90
O 0.54942 -2.96679 1.88876 -0.87
S 0.08861 -2.64901 0.56117 1.35
I -2.07018 -3.68680 0.15325 -0.10
H 1.27244 3.02062 -0.12812 0.15
H 0.97523 0.81710 -0.75228 0.32
H -0.47109 3.31581 -0.48742 0.17
H -0.23851 -0.64026 -0.29073 0.51
```

For the total energy, the calculation gives -941.55372 Eh. For the energy above the lowest of the compared OMol25 structures with the same formula, charge and spin, the calculation gives 81.86 kJ/mol. The HOMO energy is -9.71 eV.

The following is a quantum chemistry calculation of 2 unconnected molecules or ions with the total composition CH4INOS in a non-equilibrium geometry, from OMol25.

Geometry as XYZ:
```
9
Properties=species:S:1:pos:R:3:nbo_charge:R:1
C 1.04812 0.10665 -0.52635 -0.75
N -1.41897 0.04432 -0.67504 -0.94
O 0.03657 -2.54219 1.13131 -0.48
S -0.45074 0.01953 0.52406 1.07
I -0.47546 2.15366 2.07265 -0.08
H 0.33042 0.22444 -1.37713 0.28
H 1.78335 0.89257 -0.20253 0.25
H 1.53097 -0.81190 -0.44556 0.26
H -2.38425 -0.08709 -0.50140 0.39
```

For the total energy, the calculation gives -866.08140 Eh. For the energy above the lowest of the compared OMol25 structures with the same formula, charge and spin, the calculation gives 659.87 kJ/mol. The HOMO energy (spin up / spin down) is -9.58 / -9.82 eV.

The following is a quantum chemistry calculation of a molecular structure, CH4INS in a non-equilibrium geometry, from OMol25.

Geometry as XYZ:
```
8
Properties=species:S:1:pos:R:3:nbo_charge:R:1
C 0.44680 0.93900 0.56837 -0.85
N -1.54067 -0.87169 -0.94934 -0.66
S -0.30961 -0.39181 -1.66522 0.56
I -1.36457 -3.02114 -0.35346 0.09
H -0.17341 1.68044 0.18366 0.23
H 0.80240 0.92500 1.66797 0.24
H 0.32508 -0.12676 0.50312 0.21
H 1.81398 0.86696 0.04491 0.18
```

For the total energy, the calculation gives -790.96923 Eh. For the energy above the lowest of the compared OMol25 structures with the same formula, charge and spin, the calculation gives 386.37 kJ/mol. The HOMO energy is -8.70 eV.

The following is a quantum chemistry calculation of 2 unconnected molecules or ions with the total composition CH4INS in a non-equilibrium geometry, from OMol25.

Geometry as XYZ:
```
8
Properties=species:S:1:pos:R:3:nbo_charge:R:1
C 0.23729 0.95600 -1.09834 -0.75
N 0.07941 -1.37885 0.01015 -0.99
S -0.63813 -0.42476 -1.01303 0.97
I -0.76490 -3.19887 0.07496 0.30
H -0.27575 1.59398 -1.79628 0.23
H 0.52483 0.70995 1.91684 -0.01
H 0.89770 1.28861 -0.28410 0.25
H -0.06046 0.45394 2.18979 0.01
```

For the total energy, the calculation gives -790.99340 Eh. For the energy above the lowest of the compared OMol25 structures with the same formula, charge and spin, the calculation gives 322.90 kJ/mol. The HOMO energy (spin up / spin down) is -8.39 / -8.39 eV.

The following is a quantum chemistry calculation of 2 unconnected molecules or ions with the total composition CH4IOP in a non-equilibrium geometry, from OMol25.

Geometry as XYZ:
```
8
Properties=species:S:1:pos:R:3:nbo_charge:R:1
C -0.63015 -0.02251 1.91315 0.28
O -0.19028 -0.81351 1.14337 -0.51
P -0.09568 -0.10084 -1.95437 0.17
I 1.41237 1.71738 -1.40558 -0.14
H -0.12162 0.35596 2.76652 0.12
H -1.54407 0.40489 1.56252 0.11
H 0.51294 -0.71964 -2.98393 -0.04
H 0.65651 -0.82173 -1.04168 0.01
```

For the total energy, the calculation gives -754.73444 Eh. For the energy above the lowest of the compared OMol25 structures with the same formula, charge and spin, the calculation gives 126.05 kJ/mol. The HOMO energy is -9.09 eV.

The following is a quantum chemistry calculation of 2 unconnected molecules or ions with the total composition CH4IOP in a non-equilibrium geometry, from OMol25.

Geometry as XYZ:
```
8
Properties=species:S:1:pos:R:3:nbo_charge:R:1
C 0.92134 -0.87588 0.05709 -0.03
O 1.25630 0.30739 0.44160 -0.67
P 1.13211 1.79674 -0.10323 0.51
I -3.14471 -0.08799 -0.08447 -0.10
H 1.19821 -1.69226 0.69971 0.16
H 0.41698 -1.04569 -0.88156 0.15
H 0.48122 1.50053 -1.33177 -0.12
H -2.26143 0.09717 1.20263 0.10
```

For the total energy, the calculation gives -754.66898 Eh. For the energy above the lowest of the compared OMol25 structures with the same formula, charge and spin, the calculation gives 297.91 kJ/mol. The HOMO energy (spin up / spin down) is -7.82 / -7.85 eV.

The following is a quantum chemistry calculation of a molecular structure, CH4IPS in a non-equilibrium geometry, from OMol25.

Geometry as XYZ:
```
8
Properties=species:S:1:pos:R:3:nbo_charge:R:1
C -0.83708 0.07770 0.58763 -0.66
P 1.15510 1.16782 -1.64713 0.14
S -0.51619 -1.58528 0.54670 0.14
I -0.99754 1.06425 2.43637 0.15
H -1.54232 0.49804 -0.19168 0.23
H 1.84814 0.21535 -1.05333 -0.07
H 1.02059 0.16016 -2.49389 -0.07
H -0.13070 -1.59803 1.81533 0.13
```

As for the multiplicity: 3. For the total energy, the calculation gives -1077.57516 Eh. For the energy above the lowest of the compared OMol25 structures with the same formula, charge and spin, the calculation gives 273.59 kJ/mol. The HOMO energy (spin up / spin down) is -7.44 / -9.69 eV. The expectation value of S² is 2.009.

The following is a quantum chemistry calculation of CH4N2 in the gas phase in a non-equilibrium geometry, from OMol25.

Geometry as XYZ:
```
7
Properties=species:S:1:pos:R:3:nbo_charge:R:1
N 0.77450 0.14601 -0.41588 -0.84
C -0.49333 0.30565 0.08215 0.29
N -1.11239 -0.45006 0.89782 -0.71
H 1.25760 0.92995 -0.80961 0.40
H 1.23560 -0.73481 -0.27142 0.39
H -0.97130 1.18344 -0.34364 0.15
H -0.69069 -1.38018 0.86058 0.32
```

For the total energy, the calculation gives -149.99481 Eh. For the energy above the lowest of the compared OMol25 structures with the same formula, charge and spin, the calculation gives 126.93 kJ/mol. The HOMO energy is -9.18 eV.

The following is a quantum chemistry calculation of CH4N2O in the gas phase in a non-equilibrium geometry, from OMol25.

Geometry as XYZ:
```
8
Properties=species:S:1:pos:R:3:nbo_charge:R:1
C -0.64852 0.31726 0.01443 0.21
H 2.47370 0.06324 -0.03633 0.47
H 0.44523 -1.32445 0.65419 0.36
H -0.59713 1.53444 0.15794 0.17
H -2.23356 0.33469 -0.38754 0.33
N 0.52012 -0.24796 0.41867 -0.37
N -1.59981 -0.53018 -0.33636 -0.60
O 1.63997 -0.14703 -0.48500 -0.58
```

For the total energy, the calculation gives -225.12818 Eh. For the energy above the lowest of the compared OMol25 structures with the same formula, charge and spin, the calculation gives 430.11 kJ/mol. The HOMO energy is -9.50 eV.

The following is a quantum chemistry calculation of 2 unconnected molecules or ions with the total composition CH4N2O in a non-equilibrium geometry, from OMol25.

Geometry as XYZ:
```
8
Properties=species:S:1:pos:R:3:nbo_charge:R:1
C 2.00333 0.55596 -0.01516 0.29
N -1.90774 0.51877 0.62130 -0.20
N -1.93273 -0.51885 -0.05910 -0.42
O 1.87724 -0.62860 -0.25653 -0.50
H 2.89790 1.24414 -0.19846 0.10
H 1.23511 1.08350 0.46633 0.11
H -2.64939 -0.80868 -0.85649 0.31
H -1.52372 -1.44625 0.29810 0.32
```

For the total energy, the calculation gives -225.11084 Eh. For the energy above the lowest of the compared OMol25 structures with the same formula, charge and spin, the calculation gives 475.65 kJ/mol. The HOMO energy is -8.33 eV.

The following is a quantum chemistry calculation of CH4N2O2 in the gas phase in a non-equilibrium geometry, from OMol25.

Geometry as XYZ:
```
9
Properties=species:S:1:pos:R:3:nbo_charge:R:1
C 0.57492 -0.33688 -0.67023 0.08
H -1.86640 0.15564 1.02995 0.49
H -0.98273 0.19255 -1.71919 0.37
H 0.99583 -0.83911 -1.49335 0.20
H 0.46315 0.33553 1.38346 0.46
N -0.92721 -0.15931 -0.65631 -0.34
N 1.56777 -0.42335 0.27301 -0.14
O -1.29316 0.76639 0.37142 -0.57
O 1.46782 0.30855 1.48125 -0.53
```

For the total energy, the calculation gives -300.29801 Eh. For the energy above the lowest of the compared OMol25 structures with the same formula, charge and spin, the calculation gives 497.91 kJ/mol. The HOMO energy is -9.25 eV.